No. 1
{"formula": "C16H25AlCaF5N4NaO16", "method": "the ωB97M-V functional and the def2-TZVPD basis", "species": ["O", "C", "N", "C", "O", "C", "O", "C", "C", "O", "H", "H", "H", "H", "H", "Na", "C", "N", "O", "O", "H", "H", "H", "F", "Al", "F", "F", "F", "C", "O", "O", "O", "H", "Ca", "C", "O", "N", "C", "C", "H", "H", "H", "H", "H", "H", "H", "C", "C", "N", "H", "H", "H", "C", "O", "C", "O", "O", "C", "H", "H", "H", "H", "H", "H", "F", "C", "O", "O", "O"], "positions_angstrom": [[4.2638, -0.9714, -0.9070], [3.3868, -0.6994, -1.5930], [2.4490, -0.3169, -2.2966], [1.1919, -0.5290, -1.6734], [0.0612, -0.8029, -2.5266], [-0.9167, -1.0033, -1.6105], [-1.6116, -1.9467, -1.4645], [-0.8909, 0.2879, -0.7552], [0.6723, 0.5443, -0.6965], [1.0487, 1.8585, -1.1356], [1.2597, -1.4529, -1.0775], [-1.3980, 1.1100, -1.2994], [-1.2300, 0.0843, 0.2594], [1.0866, 0.2692, 0.2738], [1.9503, 2.0091, -0.8200], [-0.7541, 2.7786, -0.3737], [5.0540, 3.6944, -2.6549], [3.6348, 3.9579, -2.2920], [2.9569, 4.6062, -3.0496], [3.2415, 3.4873, -1.2359], [5.2552, 4.1662, -3.6083], [5.6740, 4.1147, -1.8688], [5.1803, 2.6155, -2.7171], [7.0330, -3.4894, -2.7952], [5.6730, -2.9428, -3.6891], [5.8344, -1.2333, -3.9139], [4.2901, -3.2184, -2.7129], [5.6863, -3.7384, -5.1776], [1.5020, 5.5148, 2.8539], [0.7024, 5.1523, 1.9886], [2.8826, 5.1514, 2.5711], [1.3820, 6.1303, 3.9043], [2.7442, 4.6882, 1.7291], [4.5546, 5.7793, 3.9137], [-6.3308, -1.5393, 0.4430], [-7.4532, -1.2327, 0.8100], [-6.0311, -2.0893, -0.7453], [-4.6634, -2.4204, -1.1086], [-7.1046, -2.3558, -1.6859], [-5.4436, -1.3807, 1.0805], [-4.3813, -1.8662, -2.0047], [-4.5761, -3.4888, -1.3094], [-3.9841, -2.1574, -0.3029], [-7.6208, -1.4268, -1.9316], [-7.8275, -3.0389, -1.2386], [-6.6981, -2.7976, -2.5917], [0.9753, -4.9035, -5.1342], [2.2407, -5.6083, -5.3081], [3.0955, -6.3558, -5.4823], [0.4411, -5.3075, -4.2700], [1.2067, -3.8490, -4.9745], [0.3537, -5.0281, -6.0264], [-3.0076, -1.2782, 6.1186], [-3.9183, -0.2078, 5.8481], [-4.3221, -0.1401, 4.5839], [-3.9905, -0.8801, 3.6935], [-5.1562, 0.8931, 4.4652], [-5.6628, 1.0679, 3.1426], [-2.7602, -1.2191, 7.1740], [-3.4739, -2.2398, 5.9140], [-2.0977, -1.1663, 5.5330], [-6.2352, 0.1969, 2.8266], [-4.8489, 1.2595, 2.4441], [-6.3241, 1.9293, 3.1548], [3.0534, -3.4518, -4.8667], [7.1878, 4.0553, 7.0693], [7.2556, 2.8698, 7.4376], [8.0284, 4.9696, 7.3755], [6.2237, 4.5323, 6.3174]], "total_charge": -2, "spin_multiplicity": 1, "homo_energy_ha": -0.063, "e_lumo_ev": 0.643, "homo_lumo_gap_ha": 0.0870}

No. 2
{"formula": "C16H25BBrFMg3N4O8", "method": "the ωB97M-V functional and the def2-TZVPD basis", "species": ["C", "C", "C", "N", "B", "N", "C", "C", "O", "C", "C", "O", "H", "H", "H", "H", "H", "H", "H", "H", "H", "H", "H", "H", "H", "H", "H", "Mg", "C", "C", "C", "C", "C", "C", "N", "O", "O", "H", "H", "H", "H", "H", "Br", "C", "C", "N", "H", "H", "H", "C", "O", "O", "O", "Mg", "O", "H", "H", "F", "Mg"], "positions_angstrom": [[0.4291, -0.1108, 0.8326], [0.7650, 1.1589, 0.0233], [0.3963, 1.0225, -1.4619], [-0.6338, 1.9942, -1.8896], [-1.6249, 1.3051, -2.7144], [-2.5154, 0.3242, -1.9483], [-2.3575, -1.0345, -2.4308], [-2.6211, -2.1496, -1.4007], [-1.9825, -1.3239, -3.5200], [-3.8957, 0.7695, -1.8490], [-4.4046, 1.0971, -0.4034], [-4.6428, 0.8707, -2.7727], [-0.6466, -0.1462, 1.0467], [1.0269, -0.1500, 1.7376], [0.6636, -0.9885, 0.2517], [1.8378, 1.2511, 0.0807], [0.2849, 2.0446, 0.4483], [1.2802, 1.1439, -2.0789], [0.0781, -0.0190, -1.5916], [-1.1634, 2.3220, -1.0825], [-1.7151, 1.5494, -3.8663], [-3.7121, -2.2780, -1.2363], [-2.1709, -1.8089, -0.4607], [-2.1599, -3.0748, -1.7036], [-4.6367, 2.1517, -0.3420], [-3.5500, 0.9143, 0.2978], [-5.3016, 0.4779, -0.1183], [-4.2746, -1.0658, 0.2511], [2.0312, -5.6575, 4.0101], [1.0834, -5.4141, 5.0069], [-0.0160, -4.5988, 4.7490], [-0.1471, -4.0470, 3.4933], [0.7898, -4.2748, 2.4905], [1.8818, -5.0866, 2.7573], [-1.3066, -3.2051, 3.2137], [-2.0998, -3.0035, 4.0942], [-1.4199, -2.7279, 2.0824], [2.8805, -6.2930, 4.2185], [1.2005, -5.8700, 5.9881], [-0.7423, -4.4103, 5.5255], [0.6761, -3.8321, 1.5130], [2.6147, -5.2738, 1.9859], [1.9817, -4.3509, 7.2892], [3.0998, 5.1013, 0.3946], [3.5660, 3.8179, 0.9460], [3.9106, 2.8212, 1.3844], [2.0369, 5.0472, 0.1583], [3.2792, 5.9050, 1.1084], [3.6313, 5.3399, -0.5317], [0.9390, 4.5637, -3.2866], [0.0975, 5.2170, -3.8667], [1.3823, 4.7665, -2.1086], [1.5194, 3.5372, -3.7861], [-1.5617, 0.8856, 1.9339], [2.6421, 3.1339, -6.5468], [3.5080, 2.7309, -6.4459], [2.3343, 3.2499, -5.6401], [2.6151, 1.7878, -3.5384], [4.9374, 4.4208, -1.1766]], "total_charge": 2, "spin_multiplicity": 1, "homo_energy_ha": -0.401, "e_lumo_ev": -9.758, "homo_lumo_gap_ha": 0.0427}